Record 1
Here is C6H12DyN2PS as an isolated structure at a distorted geometry from OMol25. Energies are from ωB97M-V/def2-TZVPD.

Calculated values
Calculated total energy ... -53597.5512 eV
2S+1 ... 6
Highest occupied orbital energy (spin up / spin down) ... -5.81 / -5.36 eV
Charge ... 0
Frontier orbital gap (spin up / spin down) ... 5.07 / 4.62 eV

XYZ file:
```
23
Properties=species:S:1:pos:R:3:lowdin_charge:R:1
H -1.07345 -0.72899 -2.59344 0.05
H 1.42170 -0.27373 -1.88946 0.06
C -1.25859 1.57223 -2.80628 -0.20
H -0.55274 2.04447 3.46925 0.11
H 1.47204 -3.25588 -1.03911 -0.08
H -0.44102 3.78258 -2.72651 0.10
H -0.92544 -3.38560 -1.31735 -0.07
S 1.01001 0.95192 1.37898 0.55
N 0.35536 -1.06472 3.05472 -0.13
C 0.42632 0.30534 2.82317 -1.11
C 0.92882 2.01840 -2.19684 -0.19
N -0.41981 1.03080 3.57401 0.04
P 0.18919 -3.21330 -0.34983 0.56
H -0.80928 0.69072 4.45603 0.10
H 0.04930 -4.10939 0.81939 -0.10
C 0.67853 0.58412 -1.84943 -0.30
C -0.29552 2.62618 -2.61475 -0.19
Dy -0.52206 -0.93610 0.88651 0.80
H 1.02714 -1.69671 2.57688 0.07
H 1.87314 2.50300 -2.01186 0.05
C -0.71869 0.30305 -2.30034 -0.27
H -0.13329 -1.55167 3.78735 0.09
H -2.28165 1.80325 -3.13107 0.06
```

=====

Record 2
Here is one molecule with the formula C5H6O at a distorted geometry from OMol25. Energies are from ωB97M-V/def2-TZVPD.

Calculated values
Calculated total energy ... -7323.5681 eV
Highest occupied orbital energy (spin up / spin down) ... -8.06 / -8.07 eV
Charge ... 0
SMILES string ... OC=C=C1CC1
Frontier orbital gap (spin up / spin down) ... 7.58 / 7.58 eV
Energy above the lowest of the compared OMol25 structures with the same formula, charge and spin ... 551.6 kJ/mol

XYZ file:
```
12
Properties=species:S:1:pos:R:3:lowdin_charge:R:1
O 1.29403 -2.73690 1.23236 -0.01
H -0.65405 -2.01571 0.95678 0.17
H -1.48251 0.23419 -1.14962 0.11
H 0.65599 2.35602 -0.13232 0.11
H 2.21122 -2.63039 0.99790 0.08
C -0.21722 0.50263 0.71044 -0.23
C -0.50856 0.48118 -0.70562 -0.13
H 0.25533 0.09681 -1.38862 0.11
C -0.29153 1.80911 0.10900 -0.07
H -1.12864 2.56840 0.32042 0.12
C 0.64245 -0.44535 1.01379 -0.02
C 0.45317 -1.65905 1.00665 -0.25
```

=====

Record 3
Here is a 5-piece molecular cluster, C2H14O4S2 overall at a distorted geometry from OMol25. Energies are from ωB97M-V/def2-TZVPD.

Calculated values
Calculated total energy ... -32161.4137 eV
Highest occupied orbital energy ... -9.02 eV
Charge ... 0
SMILES string ... CCSS.O.O.O.O
Frontier orbital gap ... 9.15 eV
Energy above the lowest of the compared OMol25 structures with the same formula, charge and spin ... 62.6 kJ/mol

XYZ file:
```
22
Properties=species:S:1:pos:R:3:lowdin_charge:R:1
O -2.79392 0.84704 -1.06079 -0.05
H 0.07377 -1.94244 3.27396 0.06
H -0.78638 -2.03777 -1.32410 -0.24
O 0.77531 0.12965 -1.94915 -0.07
H 0.10768 0.82515 1.96784 0.06
O -0.92551 2.16359 -2.45820 -0.07
H -2.46386 0.94286 -0.16859 0.05
H 0.74376 -0.75860 -2.31081 0.03
H 2.43686 0.50325 -1.04051 -0.01
H 1.60969 -0.15239 1.87692 0.04
H 0.69018 0.26613 3.47784 0.08
C 0.64549 -0.00738 2.40417 -0.17
O 3.07257 1.07014 -0.57069 -0.08
S 0.53517 -2.35942 0.95819 0.43
H -1.17973 -1.18889 2.38714 0.06
H -2.72821 -0.08719 -1.28652 0.03
H -1.87364 2.01734 -2.32774 0.03
H 3.41710 0.57362 0.17472 0.02
H -0.53563 2.43452 -1.62662 0.04
C -0.09921 -1.36205 2.36772 -0.59
S -1.12844 -2.65149 -0.19366 0.33
H 0.40692 0.77432 -2.57112 0.03
```